A cluster of 15 separate species, C58H151N5O19 in total at a distorted geometry. Source: OMol25; level of theory: ωB97M-V with the def2-TZVPD basis set.

Each atom is followed by the atoms it is bonded to, with distances in Å.
Geometry (Å):
1 C 0.70 -14.34 2.47  O2 1.413, H10 1.087, H11 1.116, H12 1.097
2 O 0.51 -13.00 2.85  C1 1.413, C3 1.426
3 C 1.37 -12.07 2.18  O2 1.426, C4 1.518, H13 1.106, H14 1.095
4 C 0.87 -10.68 2.52  C3 1.518, N5 1.505, H15 1.132, H16 1.096
5 N 1.88 -9.70 1.98  C4 1.505, C6 1.493, H17 1.025
6 C 1.37 -8.30 2.01  N5 1.493, C7 1.476, H18 1.078, H19 1.105
7 C 2.29 -7.46 1.22  C6 1.476, O8 1.417, H20 1.121, H21 1.139
8 O 1.74 -6.17 1.36  C7 1.417, C9 1.446
9 C 2.39 -5.11 0.61  O8 1.446, H22 1.088, H23 1.168, H24 1.107
10 H 1.69 -14.78 2.51  C1 1.087
11 H 0.32 -14.49 1.43  C1 1.116
12 H 0.02 -14.87 3.15  C1 1.097
13 H 1.33 -12.06 1.07  C3 1.106
14 H 2.37 -12.17 2.60  C3 1.095
15 H 0.72 -10.49 3.62  C4 1.132
16 H -0.04 -10.52 1.92  C4 1.096
17 H 2.72 -9.80 2.56  N5 1.025
18 H 1.36 -7.88 3.01  C6 1.078
19 H 0.40 -8.22 1.50  C6 1.105
20 H 2.32 -7.74 0.14  C7 1.121
21 H 3.34 -7.56 1.66  C7 1.139
22 H 1.81 -4.24 0.92  C9 1.088
23 H 2.26 -5.37 -0.52  C9 1.168
24 H 3.47 -5.10 0.84  C9 1.107
25 C -5.83 -2.80 0.90  O26 1.423, H34 1.088, H35 1.153, H36 1.067
26 O -4.63 -2.03 0.79  C25 1.423, C27 1.446
27 C -4.34 -1.44 -0.50  O26 1.446, C28 1.562, H37 1.055, H38 1.123
28 C -3.34 -0.26 -0.28  C27 1.562, N29 1.448, H39 1.074, H40 1.084
29 N -3.05 0.34 -1.56  C28 1.448, C30 1.459, H41 1.017
30 C -2.02 -0.40 -2.28  N29 1.459, C31 1.504, H42 1.081, H43 1.095
31 C -1.96 0.07 -3.71  C30 1.504, O32 1.429, H44 1.113, H45 1.128
32 O -3.25 -0.15 -4.29  C31 1.429, C33 1.424
33 C -3.29 0.05 -5.70  O32 1.424, H46 1.096, H47 1.099, H48 1.122
34 H -5.73 -3.81 0.52  C25 1.088
35 H -6.71 -2.32 0.34  C25 1.153
36 H -6.11 -2.88 1.93  C25 1.067
37 H -5.23 -1.00 -0.85  C27 1.055
38 H -3.97 -2.16 -1.28  C27 1.123
39 H -2.47 -0.71 0.14  C28 1.074
40 H -3.91 0.42 0.34  C28 1.084
41 H -3.88 0.39 -2.15  N29 1.017
42 H -2.19 -1.46 -2.21  C30 1.081
43 H -1.06 -0.23 -1.78  C30 1.095
44 H -1.29 -0.54 -4.35  C31 1.113
45 H -1.60 1.14 -3.68  C31 1.128
46 H -2.84 0.98 -6.06  C33 1.096
47 H -4.36 0.08 -5.98  C33 1.099
48 H -2.78 -0.82 -6.19  C33 1.122
49 C 3.25 2.28 -4.91  O50 1.411, H58 1.124, H59 1.099, H60 1.118
50 O 3.61 3.62 -4.67  C49 1.411, C51 1.381
51 C 4.52 3.85 -3.66  O50 1.381, C52 1.548, H61 1.104, H62 1.133
52 C 4.87 5.36 -3.74  C51 1.548, N53 1.436, H63 1.122, H64 1.085
53 N 3.86 6.34 -3.52  C52 1.436, C54 1.419, H65 1.035
54 C 3.44 6.54 -2.17  N53 1.419, C55 1.569, H66 1.092, H67 1.105
55 C 2.22 7.53 -2.11  C54 1.569, O56 1.423, H68 1.067, H69 1.110
56 O 1.12 7.22 -2.96  C55 1.423, C57 1.396
57 C 0.67 8.22 -3.83  O56 1.396, H70 1.121, H71 1.070, H72 1.083
58 H 2.75 2.17 -5.91  C49 1.124
59 H 2.67 1.94 -4.04  C49 1.099
60 H 4.19 1.68 -5.05  C49 1.118
61 H 5.48 3.31 -3.70  C51 1.104
62 H 3.97 3.65 -2.70  C51 1.133
63 H 5.40 5.60 -4.71  C52 1.122
64 H 5.62 5.38 -2.96  C52 1.085
65 H 3.01 6.06 -4.05  N53 1.035
66 H 4.20 7.01 -1.54  C54 1.092
67 H 3.14 5.61 -1.66  C54 1.105
68 H 2.61 8.49 -2.37  C55 1.067
69 H 1.98 7.47 -1.03  C55 1.110
70 H -0.23 7.89 -4.40  C57 1.121
71 H 1.44 8.53 -4.50  C57 1.070
72 H 0.36 9.10 -3.27  C57 1.083
73 C -0.18 -3.24 2.39  O74 1.406, H82 1.088, H83 1.157, H84 1.093
74 O 0.85 -2.37 2.01  C73 1.406, C75 1.401
75 C 0.31 -1.26 1.35  O74 1.401, C76 1.531, H85 1.039, H86 1.088
76 C 1.52 -0.42 0.93  C75 1.531, N77 1.440, H87 1.058, H88 1.126
77 N 1.09 0.60 0.02  C76 1.440, C78 1.469, H89 1.003
78 C 0.12 1.54 0.61  N77 1.469, C79 1.526, H90 1.083, H91 1.059
79 C -0.35 2.65 -0.33  C78 1.526, O80 1.415, H92 1.138, H93 1.117
80 O 0.65 3.51 -0.85  C79 1.415, C81 1.429
81 C 0.35 3.99 -2.16  O80 1.429, H94 1.092, H95 1.111, H96 1.095
82 H 0.27 -4.13 2.82  C73 1.088
83 H -0.89 -3.58 1.54  C73 1.157
84 H -0.76 -2.73 3.17  C73 1.093
85 H -0.31 -0.69 1.97  C75 1.039
86 H -0.25 -1.46 0.44  C75 1.088
87 H 2.08 -1.11 0.36  C76 1.058
88 H 2.19 -0.03 1.75  C76 1.126
89 H 1.88 1.05 -0.40  N77 1.003
90 H 0.44 1.99 1.54  C78 1.083
91 H -0.77 0.99 0.78  C78 1.059
92 H -1.14 3.29 0.17  C79 1.138
93 H -0.92 2.19 -1.17  C79 1.117
94 H 1.01 4.80 -2.47  C81 1.092
95 H -0.71 4.33 -2.19  C81 1.111
96 H 0.39 3.18 -2.90  C81 1.095
97 C 2.66 4.27 4.07  C98 1.525, H101 1.126, H102 1.116, H103 1.126
98 C 2.03 3.53 2.90  C97 1.525, C99 1.524, O100 1.429, H104 1.143
99 C 2.44 4.09 1.54  C98 1.524, H105 1.136, H106 1.064, H107 1.063
100 O 2.36 2.14 2.83  C98 1.429, H108 0.979
101 H 2.28 5.31 4.29  C97 1.126
102 H 3.76 4.37 3.90  C97 1.116
103 H 2.57 3.61 4.98  C97 1.126
104 H 0.90 3.55 3.06  C98 1.143
105 H 3.57 4.24 1.46  C99 1.136
106 H 1.94 4.96 1.21  C99 1.064
107 H 2.26 3.33 0.82  C99 1.063
108 H 2.60 1.83 3.72  O100 0.979
109 C -0.17 -6.49 6.28  C110 1.524, H113 1.124, H114 1.070, H115 1.078
110 C -0.78 -5.31 7.02  C109 1.524, C111 1.573, O112 1.405, H116 1.153
111 C 0.26 -4.72 8.05  C110 1.573, H117 1.079, H118 1.089, H119 1.099
112 O -1.18 -4.29 6.14  C110 1.405, H120 0.953
113 H -0.90 -7.20 5.80  C109 1.124
114 H 0.50 -7.09 6.87  C109 1.070
115 H 0.50 -6.08 5.55  C109 1.078
116 H -1.69 -5.61 7.65  C110 1.153
117 H -0.27 -4.39 8.92  C111 1.079
118 H 0.80 -3.92 7.55  C111 1.089
119 H 1.01 -5.44 8.39  C111 1.099
120 H -2.11 -4.34 5.95  O112 0.953
121 C -3.74 3.58 -1.27  C122 1.571, H125 1.054, H126 1.094, H127 1.067
122 C -4.84 3.09 -2.28  C121 1.571, C123 1.555, O124 1.407, H128 1.075
123 C -5.87 2.23 -1.49  C122 1.555, H129 1.065, H130 1.081, H131 1.135
124 O -5.29 4.11 -3.13  C122 1.407, H132 1.017
125 H -4.08 4.36 -0.66  C121 1.054
126 H -2.91 3.89 -1.91  C121 1.094
127 H -3.44 2.75 -0.66  C121 1.067
128 H -4.33 2.48 -3.01  C122 1.075
129 H -6.66 2.76 -1.01  C123 1.065
130 H -5.34 1.67 -0.74  C123 1.081
131 H -6.34 1.48 -2.20  C123 1.135
132 H -5.91 4.67 -2.54  O124 1.017
133 C 3.56 -4.93 5.92  C134 1.519, H137 1.069, H138 1.098, H139 1.102
134 C 3.06 -4.63 4.52  C133 1.519, C135 1.542, O136 1.405, H140 1.078
135 C 4.16 -3.89 3.72  C134 1.542, H141 1.089, H142 1.056, H143 1.077
136 O 2.91 -5.90 3.94  C134 1.405, H144 0.968
137 H 4.26 -5.73 5.97  C133 1.069
138 H 2.72 -5.23 6.57  C133 1.098
139 H 4.20 -4.19 6.43  C133 1.102
140 H 2.19 -4.00 4.51  C134 1.078
141 H 4.28 -2.87 4.07  C135 1.089
142 H 3.91 -3.99 2.70  C135 1.056
143 H 5.01 -4.54 3.84  C135 1.077
144 H 2.21 -5.77 3.29  O136 0.968
145 C 0.43 4.45 -6.02  C146 1.530, H149 1.088, H150 1.094, H151 1.057
146 C -0.63 3.39 -6.31  C145 1.530, C147 1.520, O148 1.449, H152 1.119
147 C -0.05 2.01 -6.56  C146 1.520, H153 1.093, H154 1.109, H155 1.089
148 O -1.52 3.26 -5.17  C146 1.449, H156 0.997
149 H 1.23 4.60 -6.74  C145 1.088
150 H 0.87 4.19 -5.05  C145 1.094
151 H -0.07 5.37 -5.87  C145 1.057
152 H -1.35 3.60 -7.14  C146 1.119
153 H 0.42 1.67 -5.64  C147 1.093
154 H 0.66 2.02 -7.41  C147 1.109
155 H -0.79 1.22 -6.70  C147 1.089
156 H -2.08 4.07 -5.32  O148 0.997
157 C 5.75 1.17 3.12  C158 1.491, H161 1.102, H162 1.087, H163 1.079
158 C 5.36 0.65 1.78  C157 1.491, C159 1.560, O160 1.410, H164 1.057
159 C 4.84 -0.82 1.67  C158 1.560, H165 1.086, H166 1.077, H167 1.118
160 O 4.42 1.51 1.17  C158 1.410, H168 1.031
161 H 4.97 0.98 3.87  C157 1.102
162 H 6.05 2.21 2.98  C157 1.087
163 H 6.66 0.69 3.44  C157 1.079
164 H 6.26 0.66 1.23  C158 1.057
165 H 4.27 -0.75 0.74  C159 1.086
166 H 4.19 -1.08 2.49  C159 1.077
167 H 5.61 -1.63 1.66  C159 1.118
168 H 3.78 1.87 1.89  O160 1.031
169 C -3.75 -2.70 4.00  C170 1.525, H173 1.080, H174 1.103, H175 1.049
170 C -4.22 -4.15 4.01  C169 1.525, C171 1.457, O172 1.475, H176 1.086
171 C -3.56 -4.93 2.97  C170 1.457, H177 1.125, H178 1.085, H179 1.113
172 O -3.76 -4.71 5.29  C170 1.475, H180 0.958
173 H -2.71 -2.80 4.26  C169 1.080
174 H -4.20 -2.02 4.75  C169 1.103
175 H -3.76 -2.21 3.07  C169 1.049
176 H -5.30 -4.25 4.02  C170 1.086
177 H -3.51 -4.37 2.00  C171 1.125
178 H -4.06 -5.86 2.70  C171 1.085
179 H -2.53 -5.22 3.28  C171 1.113
180 H -4.23 -5.53 5.42  O172 0.958
181 C 1.16 -2.49 -2.61  C182 1.486, H185 1.096, H186 1.106, H187 1.078
182 C 1.73 -1.38 -3.42  C181 1.486, C183 1.559, O184 1.380, H188 1.147
183 C 1.63 -1.52 -4.97  C182 1.559, H189 1.097, H190 1.114, H191 1.090
184 O 1.21 -0.16 -3.04  C182 1.380, H192 0.964
185 H 0.13 -2.69 -2.91  C181 1.096
186 H 1.16 -2.34 -1.51  C181 1.106
187 H 1.62 -3.45 -2.70  C181 1.078
188 H 2.87 -1.47 -3.27  C182 1.147
189 H 2.15 -0.64 -5.36  C183 1.097
190 H 0.56 -1.56 -5.31  C183 1.114
191 H 2.16 -2.43 -5.24  C183 1.090
192 H 1.17 -0.08 -2.08  O184 0.964
193 C -1.04 6.52 -0.38  C194 1.578, H197 1.139, H198 1.099, H199 1.075
194 C -1.42 7.55 0.76  C193 1.578, C195 1.535, O196 1.413, H200 1.101
195 C -0.30 8.56 1.02  C194 1.535, H201 1.109, H202 1.109, H203 1.106
196 O -2.60 8.17 0.29  C194 1.413, H204 0.954
197 H -0.16 5.91 0.00  C193 1.139
198 H -0.82 7.01 -1.34  C193 1.099
199 H -1.89 5.88 -0.51  C193 1.075
200 H -1.64 7.03 1.71  C194 1.101
201 H 0.64 8.14 1.42  C195 1.109
202 H -0.66 9.30 1.77  C195 1.109
203 H -0.12 9.08 0.06  C195 1.106
204 H -2.89 8.75 0.98  O196 0.954
205 C 1.33 -0.42 7.41  C206 1.574, H209 1.128, H210 1.080, H211 1.079
206 C 2.16 -0.31 6.08  C205 1.574, C207 1.554, O208 1.454, H212 1.100
207 C 1.25 -0.37 4.82  C206 1.554, H213 1.071, H214 1.110, H215 1.126
208 O 2.73 1.01 5.87  C206 1.454, H216 0.966
209 H 0.68 0.51 7.40  C205 1.128
210 H 2.00 -0.41 8.25  C205 1.080
211 H 0.71 -1.30 7.40  C205 1.079
212 H 2.97 -1.06 6.09  C206 1.100
213 H 1.89 -0.23 3.97  C207 1.071
214 H 0.58 0.52 4.84  C207 1.110
215 H 0.67 -1.33 4.72  C207 1.126
216 H 3.32 1.14 6.62  O208 0.966
217 C -5.41 3.23 -8.20  C218 1.479, H223 1.076, H224 1.147, H225 1.162
218 C -4.77 3.54 -6.91  C217 1.479, C219 1.471, N222 1.464, H226 1.114
219 C -4.49 4.98 -6.75  C218 1.471, O220 1.483, H227 1.104, H228 1.072
220 O -3.66 5.11 -5.53  C219 1.483, C221 1.421
221 C -3.75 6.36 -4.87  O220 1.421, H229 1.120, H230 1.104, H231 1.082
222 N -5.43 2.90 -5.77  C218 1.464, H232 1.018, H233 0.992
223 H -5.57 2.17 -8.28  C217 1.076
224 H -4.73 3.57 -9.06  C217 1.147
225 H -6.37 3.85 -8.39  C217 1.162
226 H -3.82 2.96 -7.00  C218 1.114
227 H -5.39 5.61 -6.70  C219 1.104
228 H -3.94 5.38 -7.58  C219 1.072
229 H -4.79 6.44 -4.45  C221 1.120
230 H -3.66 7.16 -5.63  C221 1.104
231 H -3.02 6.45 -4.09  C221 1.082
232 H -6.40 3.21 -5.69  N222 1.018
233 H -4.92 3.08 -4.93  N222 0.992

- LUMO energy: 0.5834 eV
- Net charge: 0
- Highest occupied orbital energy: -8.43 eV
- Energy: -4003.41533 Eh
- Multiplicity: 1

Atomic partial charges in e from the Mulliken method, atoms 1 to 8: -0.726 -0.277 -0.383 -0.485 -0.308 -0.380 -0.575 -0.128